An isolated molecule of C5H7N at a distorted geometry. Source: OMol25; level of theory: wB97M-V/def2-TZVPD.

E in hartree: -249.4350
HOMO-LUMO gap in eV: 11.750
Structure (SMILES): N#CCC1CC1

Structure (ORCA input):
```
! RIJCOSX wB97M-V def2-TZVPD def2/J DEFGRID3
* xyz 0 1
N -2.24360 1.66048 0.49031
C -1.79556 0.62870 0.22080
C -1.19802 -0.67560 -0.08658
C 0.32407 -0.67365 -0.02534
C 1.07983 0.38292 0.72536
C 1.13284 0.34268 -0.77696
H -1.53862 -0.98861 -1.07993
H -1.59915 -1.39624 0.63421
H 0.72979 -1.68219 0.00954
H 1.95792 0.08511 1.29007
H 0.50242 1.18620 1.17647
H 0.60004 1.12087 -1.31891
H 2.04805 0.00934 -1.25903
*
```


An isolated molecule of C20H24N2O3. Source: OMol25; level of theory: wB97M-V/def2-TZVPD.

E in hartree: -1111.7621
HOMO-LUMO gap in eV: 8.542
Structure (SMILES): O=C([C@@H]1CCCO1)N1CCN(Cc2c(O)ccc3ccccc23)CC1

Structure (ORCA input):
```
! RIJCOSX wB97M-V def2-TZVPD def2/J DEFGRID3
* xyz 0 1
O -3.92988 -1.67050 -1.12082
C -3.38814 -0.93918 -0.31009
C -4.08763 -0.50160 0.99075
C -5.56562 -0.93381 0.99380
C -6.33284 0.37920 1.16790
C -5.30765 1.40566 0.68978
O -4.06183 0.91178 1.13853
N -2.13829 -0.47656 -0.49965
C -1.40864 0.41050 0.38377
C 0.08820 0.21285 0.18228
N 0.49968 0.60296 -1.16488
C 1.78642 0.00225 -1.51311
C 2.89409 0.49491 -0.60653
C 2.97423 1.85428 -0.35167
O 2.07545 2.74377 -0.83155
C 4.01750 2.38339 0.43455
C 4.96129 1.56205 0.96886
C 4.91315 0.17056 0.74706
C 5.88940 -0.67887 1.30509
C 5.86142 -2.02680 1.08763
C 4.84584 -2.57383 0.29299
C 3.88482 -1.77495 -0.26156
C 3.87172 -0.37605 -0.05601
C -0.55558 0.35289 -2.14332
C -1.46129 -0.80623 -1.74308
H -3.53159 -0.92734 1.83547
H -5.79034 -1.40392 0.03540
H -5.77528 -1.64566 1.78857
H -6.56569 0.55187 2.21916
H -7.25252 0.41171 0.58961
H -5.31598 1.47604 -0.40772
H -5.43801 2.39981 1.11778
H -1.66537 0.19488 1.42106
H -1.67729 1.45442 0.18785
H 0.63456 0.82789 0.90274
H 0.34136 -0.84043 0.38449
H 2.02237 0.30117 -2.54204
H 1.72123 -1.09308 -1.49136
H 1.31197 2.24387 -1.18606
H 4.03268 3.45059 0.59024
H 5.76123 1.96528 1.57240
H 6.66675 -0.23582 1.91141
H 6.61253 -2.67224 1.51794
H 4.82553 -3.63970 0.11693
H 3.12683 -2.24090 -0.87200
H -1.16264 1.26131 -2.23119
H -0.10934 0.15272 -3.11898
H -0.87537 -1.72578 -1.61990
H -2.22343 -0.99537 -2.50249
*
```